DFT (ωB97M-V with the def2-TZVPD basis set) results for a 8-piece molecular cluster, C36H96B2F8N6O12 overall.

The frontier orbital gap comes out at 8.305 eV. As for the total charge: +4. Its spin multiplicity is 1. The energy relative to the best compared isomer or geometry (same formula, charge and spin) comes out at 7.3 kcal per mole. As for the LUMO energy: -0.3013 hartree.

Element x y z (Å)
C  -0.37108  -8.89117  -3.54011
O  -0.97712  -7.65028  -3.86867
C  -2.38404  -7.75308  -4.08102
C  -2.87466  -6.32811  -4.32901
N  -1.96047  -5.63589  -5.28000
H  -0.99078  -5.76427  -4.99192
H  -2.01042  -6.12046  -6.18320
C  -2.27763  -4.18098  -5.60748
C  -2.58560  -3.38243  -4.36071
O  -1.54305  -3.58540  -3.44036
C  -1.66869  -2.79587  -2.25798
H  -0.77915  -9.31685  -2.61770
H  0.68625  -8.69140  -3.34937
H  -0.41139  -9.62317  -4.34724
H  -2.80171  -8.03796  -3.11196
H  -2.67730  -8.40699  -4.90406
H  -2.75937  -5.78508  -3.39144
H  -3.88734  -6.22546  -4.70569
H  -3.12680  -4.18171  -6.28406
H  -1.35222  -3.81890  -6.05152
H  -3.56409  -3.68339  -3.95715
H  -2.68393  -2.33408  -4.66439
H  -1.87499  -1.74908  -2.50199
H  -0.69566  -2.80971  -1.77094
H  -2.44424  -3.15284  -1.57377
C  -0.27340  3.75905  3.22399
O  0.51552  4.78488  3.84661
C  1.02175  5.72649  2.90650
C  1.76114  6.79612  3.63852
N  2.90683  6.25201  4.45292
H  2.55531  5.70959  5.24846
H  3.35777  5.53402  3.88120
C  3.83603  7.26591  5.03901
C  3.24275  7.97225  6.23702
O  2.15572  8.74051  5.81137
C  1.33716  9.21526  6.88425
H  0.29235  3.33830  2.38359
H  -1.19432  4.22237  2.86237
H  -0.51523  2.96038  3.91918
H  0.12529  6.22365  2.50281
H  1.49100  5.21062  2.05916
H  1.14049  7.26988  4.39292
H  2.12504  7.57786  2.97677
H  4.10307  8.01486  4.29452
H  4.75819  6.77531  5.35101
H  4.04272  8.57255  6.68437
H  2.91839  7.23550  6.99326
H  1.01494  8.39916  7.53674
H  0.44619  9.67500  6.46327
H  1.86212  9.98847  7.44824
C  -0.50481  -0.33226  5.88287
O  0.46107  0.56692  5.32370
C  1.46904  0.92590  6.22005
C  2.32112  1.95924  5.52395
N  3.17684  1.33436  4.45408
H  3.76048  2.06422  4.04107
H  3.84389  0.69633  4.89865
C  2.49970  0.60129  3.32367
C  3.53569  0.33842  2.26764
O  4.64746  -0.19429  2.95229
C  5.74627  -0.43342  2.09690
H  -1.16401  0.19484  6.57807
H  0.00569  -1.12163  6.44114
H  -1.08290  -0.73821  5.06119
H  2.08625  0.09686  6.59928
H  1.01179  1.40069  7.10033
H  2.95790  2.50480  6.21977
H  1.68073  2.69057  5.02534
H  1.63574  1.18591  3.02458
H  2.15345  -0.33621  3.74803
H  3.77701  1.26616  1.72571
H  3.16397  -0.40614  1.55971
H  6.11053  0.50874  1.66833
H  5.49703  -1.13653  1.29899
H  6.57262  -0.81928  2.68922
C  -7.05876  -1.32599  -3.56927
O  -6.37980  -0.73003  -2.46901
C  -5.11887  -1.31027  -2.22934
C  -4.65561  -0.76472  -0.90523
N  -4.65321  0.70970  -1.02422
H  -4.02874  0.98722  -1.79375
H  -5.58746  1.06809  -1.23351
C  -4.20717  1.40740  0.21364
C  -3.87011  2.84215  -0.13605
O  -4.85863  3.25866  -1.04466
C  -4.75724  4.61476  -1.44750
H  -7.28573  -2.37410  -3.35245
H  -6.49343  -1.24208  -4.50217
H  -7.99105  -0.77794  -3.67471
H  -4.44792  -0.87073  -2.98561
H  -5.13224  -2.40060  -2.29374
H  -3.65666  -1.08832  -0.61796
H  -5.34237  -0.98992  -0.08621
H  -3.33411  0.89251  0.61239
H  -5.01565  1.36705  0.94256
H  -2.88758  2.87372  -0.62820
H  -3.86177  3.47357  0.75806
H  -5.10771  5.29905  -0.67078
H  -5.34639  4.70255  -2.35416
H  -3.71403  4.87384  -1.67039
C  0.95282  -3.59513  1.35715
O  0.56211  -4.08376  0.08439
C  0.09117  -5.39921  0.06270
C  0.18216  -5.86537  -1.38573
N  1.46097  -5.43108  -1.99608
H  1.42838  -5.55352  -3.00936
H  1.60103  -4.42079  -1.84720
C  2.69958  -6.08754  -1.44290
C  3.91837  -5.38198  -2.00771
O  3.69177  -4.00988  -1.75948
C  4.85357  -3.21417  -1.49815
H  1.27337  -2.56334  1.23711
H  1.72587  -4.15311  1.88996
H  0.05243  -3.49151  1.97199
H  -0.97109  -5.48530  0.32577
H  0.64636  -6.03966  0.75644
H  -0.60957  -5.38731  -1.96138
H  0.08390  -6.94571  -1.44555
H  2.63452  -7.15498  -1.64714
H  2.60789  -5.94313  -0.36864
H  3.98403  -5.55465  -3.08613
H  4.77101  -5.78259  -1.45545
H  5.53357  -3.40748  -2.33205
H  5.31843  -3.38343  -0.52741
H  4.55556  -2.16998  -1.58323
C  1.83362  -1.21456  -1.31625
O  2.50509  -0.06393  -1.81523
C  2.35720  0.19505  -3.18721
C  0.99014  0.74954  -3.55002
N  0.49203  1.78687  -2.60512
H  -0.50622  1.89172  -2.80122
H  0.59447  1.37629  -1.66361
C  1.24218  3.05952  -2.67710
C  0.97649  3.91948  -1.47086
O  -0.41069  4.18676  -1.40843
C  -0.69645  5.11209  -0.39485
H  1.75604  -2.08472  -1.98362
H  0.78595  -0.95667  -1.12318
H  2.38265  -1.50653  -0.42813
H  2.56563  -0.67131  -3.82215
H  3.11788  0.94224  -3.42686
H  0.23695  -0.04456  -3.50898
H  0.95543  1.11930  -4.57349
H  0.98677  3.58594  -3.59210
H  2.29784  2.79229  -2.67575
H  1.50228  4.87267  -1.62910
H  1.31410  3.47748  -0.52547
H  -0.32121  6.11260  -0.63619
H  -0.34483  4.74681  0.57334
H  -1.78001  5.21780  -0.33031
B  -0.60445  0.36700  0.98059
F  -1.36838  -0.31041  0.01496
F  -1.44411  0.97062  1.91508
F  0.30104  -0.50356  1.61360
F  0.17012  1.38778  0.31800
B  -2.52325  1.07937  -3.64517
F  -3.88093  1.36571  -3.70473
F  -2.14387  1.06170  -2.24928
F  -2.24935  -0.19479  -4.17406
F  -1.72005  2.05069  -4.25767